(1)
# C8H10BrClN3S

A gas-phase ion, C8H10BrClN3S (charge +1) at a distorted geometry (the ωB97M-V functional and the def2-TZVPD basis, OMol25).

```
! wB97M-V def2-TZVPD RIJCOSX def2/J DEFGRID3
* xyz 1 1
C 3.28 2.84 -0.98
C 2.32 2.31 -0.48
C 1.25 1.61 0.14
N 0.86 0.38 -0.48
C -0.30 -0.28 0.08
S 0.35 -1.29 1.67
C 1.67 -2.24 0.64
N -0.87 -1.16 -0.79
C -2.11 -1.36 -0.67
C -3.01 -0.50 0.20
Br -4.65 -0.34 -0.90
C -2.34 0.77 0.63
Cl -3.32 2.10 1.10
N -1.09 0.81 0.60
H 4.20 3.13 -1.42
H 0.41 2.14 0.20
H 1.39 1.23 1.18
H 1.54 -0.36 -0.68
H 0.51 0.72 -1.39
H 1.99 -3.07 1.15
H 2.58 -1.51 0.39
H 1.21 -2.66 -0.29
H -2.58 -2.30 -0.96
H -3.30 -0.98 1.03
*
```

Summary:
* ΔE to the lowest compared entry with this formula, charge and spin: 0.0 kJ/mol
* structure (SMILES): C#CC[NH2+][C@]1(SC)N=C[C@H](Br)C(Cl)=N1
* gap between HOMO and LUMO: 0.3370 Eh
* LUMO energy: -4.117 eV

Atom charges from the natural (NBO) analysis, given in e for atoms 1 to 4: -0.08, -0.12, -0.30, -0.52

(2)
# C44H46AuGeN5OSi

A molecular structure, C44H46AuGeN5OSi (the ωB97M-V functional and the def2-TZVPD basis, OMol25).

```
! wB97M-V def2-TZVPD RIJCOSX def2/J DEFGRID3
* xyz 2 1
Au 0.95 -0.06 0.23
C 3.50 0.43 -3.10
C 4.04 -0.83 -3.37
C 3.68 -1.88 -2.57
C 2.79 -1.71 -1.50
N 2.28 -0.48 -1.26
C 2.64 0.56 -2.05
N 2.50 -2.84 -0.79
C 1.53 -2.95 0.03
N 0.59 -1.99 0.41
C -0.20 -2.51 1.43
N -1.08 -1.91 2.14
C -1.33 -0.57 2.15
C -2.46 -0.18 2.88
C -2.75 1.15 3.08
C -1.90 2.11 2.53
C -0.83 1.69 1.79
N -0.55 0.38 1.57
C 0.16 -3.92 1.61
C -0.37 -4.88 2.44
C 0.22 -6.14 2.40
C 1.30 -6.41 1.55
C 1.82 -5.43 0.72
C 1.23 -4.18 0.77
H 3.77 1.30 -3.68
H 4.72 -0.98 -4.19
H 4.06 -2.88 -2.72
H 2.23 1.51 -1.76
H -3.06 -0.97 3.30
H -3.61 1.44 3.66
H -2.06 3.17 2.68
H -0.14 2.38 1.35
H -1.21 -4.67 3.09
H -0.16 -6.93 3.03
H 1.73 -7.40 1.55
H 2.66 -5.62 0.06
C -1.57 5.68 1.09
C -1.55 4.78 -0.14
C -0.13 4.54 -0.66
C -0.05 3.54 -1.81
Ge -0.69 1.73 -1.60
C -2.49 1.21 -1.11
C -3.40 2.05 -2.04
C -3.11 1.82 -3.52
C -4.03 2.64 -4.42
H -2.58 5.87 1.43
H -1.10 6.64 0.87
H -1.01 5.23 1.92
H -2.16 5.22 -0.93
H -2.02 3.81 0.11
H 0.53 4.22 0.15
H 0.28 5.49 -1.02
H 0.96 3.48 -2.21
H -0.70 3.86 -2.64
H -0.07 0.78 -2.64
H -2.72 1.37 -0.06
H -2.59 0.14 -1.32
H -3.30 3.11 -1.79
H -4.43 1.77 -1.82
H -3.20 0.76 -3.75
H -2.06 2.09 -3.76
H -5.07 2.37 -4.24
H -3.81 2.47 -5.47
H -3.92 3.71 -4.22
O 1.44 1.88 0.24
Si 2.86 2.26 1.13
C 3.93 3.49 0.24
C 4.89 4.15 1.02
C 5.82 5.01 0.46
C 5.80 5.25 -0.91
C 4.85 4.63 -1.70
C 3.93 3.77 -1.13
C 2.33 2.94 2.78
C 3.16 2.77 3.89
C 2.85 3.32 5.13
C 1.69 4.07 5.28
C 0.85 4.26 4.19
C 1.17 3.70 2.97
C 3.76 0.65 1.43
C 3.26 -0.26 2.37
C 3.91 -1.46 2.62
C 5.09 -1.76 1.96
C 5.61 -0.87 1.04
C 4.96 0.33 0.78
H 4.91 3.99 2.10
H 6.55 5.50 1.09
H 6.52 5.93 -1.35
H 4.82 4.83 -2.76
H 3.17 3.33 -1.77
H 4.06 2.17 3.80
H 3.51 3.17 5.97
H 1.45 4.51 6.24
H -0.05 4.85 4.30
H 0.52 3.90 2.12
H 2.36 -0.02 2.93
H 3.51 -2.15 3.36
H 5.61 -2.69 2.17
H 6.54 -1.10 0.53
H 5.38 1.03 0.07
*
```

Summary:
* ΔE to the lowest compared entry with this formula, charge and spin: 99.1 kJ/mol
* gap between HOMO and LUMO: 0.2457 Eh
* LUMO energy: -6.847 eV

Atom charges from the Löwdin analysis, given in e for atoms 1 to 4: 1.36, -0.02, 0.00, 0.03

(3)
# C3H8N4O

A single C3H8N4O molecule at a distorted geometry (the ωB97M-V functional and the def2-TZVPD basis, OMol25).

```
! wB97M-V def2-TZVPD RIJCOSX def2/J DEFGRID3
* xyz 0 1
N -0.70 2.40 0.09
C -0.49 1.07 0.40
C 0.55 0.32 -0.04
N 1.68 0.86 -0.66
C 0.51 -1.13 0.26
O 1.75 -1.59 0.52
N -0.47 -1.96 0.43
N -1.68 -1.64 -0.11
H -0.24 2.67 -0.78
H -1.68 2.67 0.10
H -1.24 0.69 1.09
H 1.84 1.81 -0.33
H 2.46 0.21 -0.59
H 1.64 -2.53 0.76
H -1.61 -1.42 -1.11
H -2.32 -2.44 -0.04
*
```

Summary:
* ΔE to the lowest compared entry with this formula, charge and spin: 249.7 kJ/mol
* structure (SMILES): N/C=C(N)/C(O)=N\N
* gap between HOMO and LUMO: 0.2913 Eh
* LUMO energy: 0.907 eV

Atom charges from the natural (NBO) analysis, given in e for atoms 1 to 4: -0.82, -0.01, -0.03, -0.83

(4)
# C54H50IrN7O3P2

A molecular structure, C54H50IrN7O3P2 at a distorted geometry (the ωB97M-V functional and the def2-TZVPD basis, OMol25).

```
! wB97M-V def2-TZVPD RIJCOSX def2/J DEFGRID3
* xyz 3 6
Ir -0.12 0.92 -0.82
N 1.84 0.19 2.05
P 0.73 0.72 3.14
C 1.42 1.70 4.44
C 0.61 2.66 5.05
C 1.10 3.38 6.12
C 2.38 3.14 6.59
C 3.19 2.18 5.99
C 2.72 1.46 4.91
C -0.29 -0.58 3.75
C -0.22 -0.96 5.09
C -1.04 -1.98 5.55
C -1.92 -2.60 4.69
C -2.01 -2.21 3.36
C -1.20 -1.19 2.88
P 2.15 1.01 0.55
C 3.39 2.25 0.91
C 3.43 3.34 0.05
C 4.43 4.29 0.17
C 5.40 4.15 1.16
C 5.36 3.06 2.02
C 4.36 2.11 1.90
C 3.06 -0.26 -0.38
C 4.09 -1.01 0.19
C 4.79 -1.92 -0.58
C 4.48 -2.08 -1.93
C 3.46 -1.33 -2.50
C 2.76 -0.42 -1.72
H 1.89 -0.86 1.95
H -0.39 2.84 4.68
H 0.48 4.13 6.60
H 2.76 3.70 7.43
H 4.18 1.99 6.38
H 3.33 0.69 4.46
H 0.47 -0.47 5.77
H -0.98 -2.28 6.59
H -2.56 -3.39 5.06
H -2.72 -2.69 2.69
H -1.28 -0.86 1.86
H 2.68 3.45 -0.72
H 4.46 5.13 -0.50
H 6.18 4.88 1.26
H 6.11 2.96 2.79
H 4.34 1.26 2.57
H 4.35 -0.88 1.23
H 5.59 -2.49 -0.14
H 5.05 -2.77 -2.53
H 3.24 -1.42 -3.55
H 1.99 0.19 -2.20
C 0.50 -0.03 -6.61
C 0.97 1.27 -6.44
C 0.79 1.93 -5.24
C 0.14 1.27 -4.20
C -0.32 -0.03 -4.35
C -0.14 -0.67 -5.57
N -0.06 1.93 -2.93
N 0.06 3.17 -3.00
C -0.01 3.86 -1.77
C -0.13 5.24 -1.80
C -0.15 5.91 -0.59
C -0.01 5.18 0.58
C 0.12 3.80 0.51
N 0.12 3.15 -0.65
H 0.63 -0.53 -7.56
H 1.47 1.78 -7.25
H 1.15 2.94 -5.11
H -0.83 -0.52 -3.54
H -0.52 -1.68 -5.70
H -0.20 5.74 -2.75
H -0.25 6.99 -0.56
H 0.00 5.66 1.55
H 0.23 3.19 1.40
O 1.44 -2.52 1.37
C 0.61 -2.51 0.49
N 0.03 -3.63 -0.03
C -1.04 -3.33 -0.93
C -0.89 -1.79 -0.96
O -1.56 -1.02 -1.66
N 0.07 -1.39 -0.15
C -0.83 -3.86 -2.32
C 0.41 -4.39 -2.73
C 0.56 -4.90 -3.99
C -0.54 -4.90 -4.88
C -1.78 -4.35 -4.51
C -1.92 -3.83 -3.25
C -2.41 -3.80 -0.40
C -3.53 -2.98 -0.37
C -4.73 -3.48 0.12
C -4.81 -4.78 0.58
C -3.69 -5.60 0.54
C -2.49 -5.11 0.05
H 0.21 -4.53 0.39
H 1.24 -4.39 -2.03
H 1.50 -5.31 -4.32
H -0.42 -5.33 -5.87
H -2.60 -4.35 -5.21
H -2.86 -3.41 -2.93
H -3.48 -1.96 -0.73
H -5.60 -2.84 0.15
H -5.75 -5.17 0.96
H -3.75 -6.62 0.89
H -1.64 -5.77 0.01
C -5.44 1.76 -0.37
N -3.99 1.66 -0.54
C -3.43 1.86 -1.87
C -3.18 1.54 0.50
C -3.77 1.45 1.88
O -1.93 1.56 0.39
H -5.90 1.73 -1.35
H -5.71 2.70 0.11
H -5.82 0.94 0.22
H -4.22 1.73 -2.60
H -2.65 1.12 -2.06
H -3.01 2.86 -1.96
H -4.30 2.36 2.13
H -2.97 1.29 2.59
H -4.49 0.63 1.95
*
```

Summary:
* ΔE to the lowest compared entry with this formula, charge and spin: 96.1 kJ/mol
* gap between HOMO and LUMO (spin up / spin down): 0.2457 / 0.1520 Eh
* LUMO energy (spin up / spin down): -7.804 / -11.356 eV

Atom charges from the Löwdin analysis, given in e for atoms 1 to 4: 1.18, -0.31, 1.08, -0.37